# 1
The following is a DFT calculation (wB97M-V/def2-TZVPD) of an isolated molecule of C6H9N.

Its SMILES is CC[C@@H]1C[C@]12C=N2. As for the strongest force on any atom: 0.0596 hartree/bohr. As for the energy relative to the best compared isomer or geometry (same formula, charge and spin): 100.50 kcal per mole. For the LUMO energy, the calculation gives 1.02 eV. As for the HOMO-LUMO gap: 10.53 eV.

Cartesian coordinates (Å):
C  -1.21  -1.11  0.34
C  -0.80  0.23  -0.12
C  0.42  0.61  0.58
C  1.49  1.56  -0.13
C  1.70  0.13  0.06
C  2.36  -0.98  -0.57
N  2.83  -0.76  0.58
H  -0.80  -1.85  -0.34
H  -2.29  -1.26  0.32
H  -0.88  -1.41  1.35
H  -1.49  1.00  0.02
H  -0.54  0.15  -1.15
H  0.60  0.79  1.62
H  1.22  1.91  -1.07
H  1.74  2.33  0.67
H  2.63  -1.26  -1.57

Results of the Mulliken charge analysis, in e, for atoms 1 through 6:
1 C -1.198
2 C -0.595
3 C -0.209
4 C -0.766
5 C 0.569
6 C -0.165



# 2
The following is a DFT calculation (wB97M-V/def2-TZVPD) of a cluster of 2 separate species, C6H9N in total.

Its SMILES is C/C=C\C#N.C=C. As for the strongest force on any atom: 0.0220 hartree/bohr. As for the energy relative to the best compared isomer or geometry (same formula, charge and spin): 44.53 kcal per mole. For the LUMO energy, the calculation gives 0.69 eV. As for the HOMO-LUMO gap: 10.65 eV.

Cartesian coordinates (Å):
C  -1.47  0.50  -0.91
C  -0.61  -0.65  -1.33
C  -0.21  -1.67  -0.56
C  -0.55  -1.76  0.83
N  -0.80  -1.82  1.96
H  -1.59  0.54  0.18
H  -1.05  1.44  -1.25
H  -2.47  0.40  -1.36
H  -0.29  -0.66  -2.37
H  0.41  -2.47  -0.96
C  1.75  0.97  0.38
C  1.11  1.04  1.54
H  2.21  0.06  0.02
H  1.83  1.85  -0.26
H  1.04  0.20  2.21
H  0.63  1.96  1.86

Results of the Mulliken charge analysis, in e, for atoms 1 through 6:
1 C -1.102
2 C 0.067
3 C -0.393
4 C 0.226
5 N -0.451
6 H 0.300



# 3
The following is a DFT calculation (wB97M-V/def2-TZVPD) of an isolated molecule of C6H9N.

Its SMILES is Cc1cc[nH]c1C. As for the strongest force on any atom: 0.0265 hartree/bohr. As for the energy relative to the best compared isomer or geometry (same formula, charge and spin): 7.44 kcal per mole. For the LUMO energy, the calculation gives 1.06 eV. As for the HOMO-LUMO gap: 8.85 eV.

Cartesian coordinates (Å):
C  -0.40  -1.99  -0.30
C  -0.42  -0.47  -0.31
C  -1.51  0.32  -0.80
C  -1.25  1.64  -0.51
N  -0.04  1.70  0.15
C  0.49  0.43  0.16
C  1.78  0.16  0.85
H  -0.12  -2.30  0.70
H  -1.42  -2.33  -0.48
H  0.27  -2.35  -1.07
H  -2.42  0.03  -1.29
H  -1.83  2.55  -0.60
H  0.54  2.50  0.36
H  2.55  0.86  0.54
H  2.14  -0.85  0.67
H  1.65  0.10  1.94

Results of the Mulliken charge analysis, in e, for atoms 1 through 6:
1 C -1.222
2 C 0.865
3 C -0.611
4 C -0.594
5 N -0.018
6 C 0.049



# 4
The following is a DFT calculation (wB97M-V/def2-TZVPD) of an isolated molecule of C6H9N.

As for the strongest force on any atom: 0.0147 hartree/bohr. As for the energy relative to the best compared isomer or geometry (same formula, charge and spin): 99.60 kcal per mole. For the LUMO energy, the calculation gives -0.02 eV. As for the HOMO-LUMO gap: 8.68 eV.

Cartesian coordinates (Å):
C  1.71  1.14  0.69
C  0.59  0.54  -0.16
C  -0.54  -0.04  0.72
C  -1.66  -0.48  -0.20
C  -1.46  -1.65  -1.07
C  1.16  -0.52  -1.02
N  1.60  -1.35  -1.69
H  2.49  1.56  0.05
H  2.16  0.39  1.34
H  1.28  1.93  1.31
H  -0.87  0.73  1.42
H  -0.18  -0.90  1.32
H  -2.50  -0.96  0.35
H  -2.12  0.37  -0.71
H  -0.78  -2.33  -0.50
H  0.17  1.30  -0.84

Results of the Mulliken charge analysis, in e, for atoms 1 through 6:
1 C -1.495
2 C 0.580
3 C -0.734
4 C -0.480
5 C -0.545
6 C 0.119



# 5
The following is a DFT calculation (wB97M-V/def2-TZVPD) of an isolated molecule of C6H9N.

As for the strongest force on any atom: 0.0090 hartree/bohr. As for the energy relative to the best compared isomer or geometry (same formula, charge and spin): 82.05 kcal per mole. For the LUMO energy, the calculation gives 0.56 eV. As for the HOMO-LUMO gap: 7.73 eV.

Cartesian coordinates (Å):
C  -1.55  -0.09  -1.14
C  -0.40  -0.45  -0.26
C  1.00  0.01  -0.40
C  1.85  -0.71  0.63
C  0.80  1.47  0.12
C  0.91  -1.33  1.38
N  -0.44  -1.12  0.85
H  -2.37  0.38  -0.60
H  -1.20  0.60  -1.92
H  -1.92  -0.99  -1.64
H  1.37  0.04  -1.43
H  0.66  1.44  1.20
H  -0.06  1.98  -0.31
H  1.70  2.04  -0.09
H  0.96  -1.90  2.30
H  -1.30  -1.38  1.31

Results of the Mulliken charge analysis, in e, for atoms 1 through 6:
1 C -1.240
2 C 0.275
3 C 0.546
4 C -1.163
5 C -1.217
6 C -0.314



# 6
The following is a DFT calculation (wB97M-V/def2-TZVPD) of a cluster of 2 separate species, C6H9N in total.

Its SMILES is C=C=C=C.C1CN1. As for the strongest force on any atom: 0.0063 hartree/bohr. As for the energy relative to the best compared isomer or geometry (same formula, charge and spin): 100.89 kcal per mole. For the LUMO energy, the calculation gives 0.51 eV. As for the HOMO-LUMO gap: 9.49 eV.

Cartesian coordinates (Å):
C  2.61  0.87  1.22
C  2.09  -0.10  0.52
C  1.52  -1.03  -0.15
C  0.86  -1.93  -0.83
H  2.23  1.89  1.15
H  3.44  0.71  1.90
H  1.13  -2.98  -0.80
H  -0.02  -1.65  -1.40
C  -1.58  0.20  0.49
C  -1.54  1.16  -0.63
N  -1.90  -0.23  -0.87
H  -0.65  -0.21  0.88
H  -2.39  0.28  1.22
H  -0.58  1.46  -1.06
H  -2.32  1.92  -0.69
H  -2.90  -0.34  -0.98

Results of the Mulliken charge analysis, in e, for atoms 1 through 6:
1 C -1.211
2 C 0.702
3 C 0.580
4 C -1.140
5 H 0.249
6 H 0.258



# 7
The following is a DFT calculation (wB97M-V/def2-TZVPD) of an isolated molecule of C6H9N.

As for the strongest force on any atom: 0.0385 hartree/bohr. As for the energy relative to the best compared isomer or geometry (same formula, charge and spin): 152.12 kcal per mole. For the LUMO energy, the calculation gives 1.10 eV. As for the HOMO-LUMO gap: 8.81 eV.

Cartesian coordinates (Å):
C  1.90  0.55  0.22
N  1.02  -0.46  -0.44
C  -0.01  -1.04  0.40
C  -1.14  -0.10  0.77
C  -0.89  1.00  -0.27
C  -0.22  -0.09  -1.12
C  -1.60  -1.04  -0.29
H  1.44  1.13  1.03
H  2.30  1.26  -0.52
H  2.77  0.03  0.66
H  0.11  -2.09  0.62
H  -1.49  0.00  1.79
H  -0.25  1.83  0.02
H  -1.80  1.35  -0.74
H  -0.23  -0.28  -2.18
H  -1.91  -2.05  0.06

Results of the Mulliken charge analysis, in e, for atoms 1 through 6:
1 C -0.858
2 N -0.177
3 C -0.548
4 C -0.043
5 C -0.661
6 C -0.137



# 8
The following is a DFT calculation (wB97M-V/def2-TZVPD) of an isolated molecule of C6H9N.

As for the strongest force on any atom: 0.0528 hartree/bohr. As for the energy relative to the best compared isomer or geometry (same formula, charge and spin): 157.37 kcal per mole. For the LUMO energy (alpha / beta), the calculation gives 0.52 / -0.71 eV. As for the HOMO-LUMO gap (alpha / beta): 8.84 / 7.22 eV.

Cartesian coordinates (Å):
C  -1.51  0.47  -0.20
C  -2.70  -0.38  0.23
C  0.52  1.34  0.10
C  -1.44  -0.86  -0.46
C  1.01  0.04  -0.38
C  2.19  -0.70  0.21
N  -0.95  1.50  0.28
H  -2.97  -0.49  1.38
H  -3.50  -0.47  -0.42
H  0.87  1.73  1.02
H  0.96  2.11  -0.60
H  -1.02  -1.73  -0.78
H  0.89  0.01  -1.42
H  2.31  -0.71  1.35
H  3.14  -0.19  -0.11
H  2.21  -1.67  -0.19

Results of the Mulliken charge analysis, in e, for atoms 1 through 6:
1 C 0.318
2 C -0.529
3 C -0.333
4 C -0.327
5 C -0.422
6 C -1.149



# 9
The following is a DFT calculation (wB97M-V/def2-TZVPD) of a structure of composition C6H9N.

As for the strongest force on any atom: 0.0115 hartree/bohr. As for the energy relative to the best compared isomer or geometry (same formula, charge and spin): 148.64 kcal per mole. For the LUMO energy, the calculation gives 0.90 eV. As for the HOMO-LUMO gap: 8.99 eV.

Cartesian coordinates (Å):
C  0.06  0.68  -1.31
C  1.29  0.90  0.19
C  1.95  -0.47  0.31
C  0.87  -1.25  0.41
C  -0.16  -0.15  0.42
C  -1.65  -0.34  0.43
N  0.38  0.86  1.30
H  -0.45  1.65  -1.33
H  0.92  0.73  -1.99
H  -0.61  -0.08  -1.74
H  3.01  -0.67  0.30
H  0.71  -2.32  0.42
H  -2.18  0.60  0.26
H  -1.95  -1.05  -0.35
H  -1.95  -0.74  1.41
H  -0.23  1.68  1.27

Results of the Mulliken charge analysis, in e, for atoms 1 through 6:
1 C -1.085
2 C -0.696
3 C -0.098
4 C -1.123
5 C 1.375
6 C -1.290



# 10
The following is a DFT calculation (wB97M-V/def2-TZVPD) of an isolated molecule of C6H9N.

Its SMILES is CC#CC[C@H]1CN1. As for the strongest force on any atom: 0.0108 hartree/bohr. As for the energy relative to the best compared isomer or geometry (same formula, charge and spin): 66.11 kcal per mole. For the LUMO energy, the calculation gives 1.04 eV. As for the HOMO-LUMO gap: 10.40 eV.

Cartesian coordinates (Å):
C  2.66  0.54  2.23
C  1.65  -0.04  1.34
C  0.81  -0.51  0.62
C  -0.21  -1.06  -0.27
C  -1.48  -0.24  -0.34
C  -1.57  0.79  -1.39
N  -2.22  -0.51  -1.56
H  2.19  1.01  3.09
H  3.25  1.30  1.70
H  3.35  -0.23  2.59
H  -0.47  -2.09  0.03
H  0.18  -1.13  -1.30
H  -2.03  -0.12  0.60
H  -0.67  0.98  -1.98
H  -2.25  1.63  -1.34
H  -3.22  -0.38  -1.39

Results of the Mulliken charge analysis, in e, for atoms 1 through 6:
1 C -1.301
2 C 0.858
3 C -0.125
4 C -1.031
5 C 0.059
6 C -0.463